145
Properties=species:S:1:pos:R:3:forces:R:3:mulliken_charge:R:1 method="wB97M-V/def2-TZVPD" orbital_gap_ev=8.95 lumo_ev=0.10 e_tot_ha=-2826.25673 homo_ev=-8.9 de_lowest_kcal_mol=168.9 molar_mass_g_mol=818.10
O -15.582290 -30.111730 -10.441040 -0.43 0.78 0.04 -0.45
O -16.775960 -24.030700 -14.592200 -1.17 -0.89 -0.97 0.08
O -12.116180 -21.947010 -20.091630 0.05 0.05 -0.01 -0.54
O -17.357910 -20.708300 -18.891540 0.43 0.07 -1.25 -0.63
O -20.996920 -24.522150 -20.342030 0.52 0.72 0.34 -0.38
O -14.061560 -22.836760 -18.659530 0.75 0.11 2.86 -0.54
O -11.867560 -21.097470 -16.426840 -0.58 0.45 -1.60 -0.49
O -21.291430 -25.302350 -16.600230 -0.74 -0.12 0.60 -0.50
O -18.889490 -18.306700 -17.566440 -0.40 -0.08 -0.75 -0.61
O -17.071770 -28.645980 -15.151000 -0.98 0.90 -0.56 -0.33
O -11.720300 -28.310000 -11.342630 0.45 3.07 -0.41 -0.18
O -16.164110 -30.451350 -17.219280 0.61 -1.02 -0.25 -0.50
O -12.202660 -23.755640 -15.214020 0.50 -0.52 0.73 -0.51
O -19.055700 -20.667640 -13.395290 -1.41 -1.61 -0.28 -0.36
O -19.806160 -26.872210 -21.405790 0.13 0.60 -0.43 -0.53
O -11.947300 -21.709800 -11.136610 1.80 -0.05 0.71 -0.19
O -23.107370 -25.934090 -19.173430 0.02 0.13 0.27 -0.54
N -16.833110 -26.900640 -9.309070 -0.77 0.46 -0.50 -0.73
N -16.052900 -19.622080 -11.706910 -0.44 -1.60 -0.17 -0.49
N -10.977910 -24.575220 -11.077640 1.11 0.87 0.21 -0.57
N -16.607520 -22.820100 -17.117100 -0.60 -0.21 -0.08 0.40
N -15.468270 -22.276940 -10.082600 -3.17 1.38 -1.13 -0.51
C -12.682790 -25.582740 -12.401620 -0.36 -2.24 -0.79 -0.95
C -22.520270 -24.774940 -17.137010 0.48 0.42 0.72 -0.31
C -15.945960 -29.439960 -15.060000 0.88 -2.28 0.12 0.06
C -19.439070 -25.585300 -21.908070 -0.87 0.59 -0.52 -0.28
C -10.911940 -27.055490 -11.352040 0.07 -1.30 0.08 -1.23
C -10.925540 -29.418080 -11.217610 0.21 -2.32 0.41 -1.01
C -18.140830 -19.403770 -17.087830 0.14 0.96 1.70 0.01
C -11.185000 -20.899980 -10.291880 -0.08 0.30 1.12 -0.96
C -13.259740 -22.582130 -20.669720 1.11 0.64 -3.20 -0.76
C -23.486500 -25.732030 -17.776170 0.00 -1.27 -1.39 -0.49
C -16.884170 -28.139630 -10.120960 -0.78 1.50 1.13 0.74
C -12.442920 -21.270210 -15.186330 -0.08 -2.23 2.96 -0.83
C -17.471770 -19.530130 -12.188810 3.43 1.03 -1.00 0.29
C -16.141470 -30.818810 -15.848910 -0.66 2.52 1.86 -0.54
C -14.409160 -22.230420 -19.835340 -1.47 -1.52 -1.40 -0.07
C -11.724940 -25.797170 -11.224150 -1.89 0.68 -1.05 0.92
C -17.194430 -24.177750 -17.025830 2.06 0.74 -1.69 0.53
C -16.390190 -24.820820 -13.477670 0.95 0.75 -0.34 -0.61
C -20.585050 -24.484760 -21.684030 1.13 -2.36 -0.55 -0.40
C -16.560850 -24.924910 -18.261740 -1.05 -0.35 0.42 -1.75
C -14.356970 -30.589270 -10.887580 1.21 -0.31 -0.02 -0.67
C -17.779330 -20.832370 -12.995890 1.88 1.58 1.16 -0.16
C -13.345960 -21.632130 -11.162330 0.36 -1.14 1.04 0.28
C -16.974480 -19.753190 -17.972290 -0.27 1.11 1.12 -0.37
C -13.114710 -22.689720 -15.014020 0.77 0.72 -2.06 1.68
C -19.676930 -21.923360 -13.664180 -2.23 1.82 -0.36 -0.80
C -13.759550 -23.410010 -9.166910 2.92 1.12 -0.93 -1.43
C -17.530850 -18.354120 -13.173140 -1.32 0.02 -0.02 -1.28
C -17.491390 -27.798770 -11.447400 -1.86 -0.63 -0.81 -0.97
C -16.653760 -24.826240 -15.787320 -1.02 -0.59 0.55 -1.00
C -14.098080 -22.056500 -9.832860 1.00 -1.34 0.51 0.37
C -15.546210 -28.678670 -10.182080 1.85 -2.29 -0.48 -0.09
H -15.648270 -18.932200 -11.090110 -0.75 0.87 -0.22 0.25
H -10.177570 -27.109870 -10.548390 -0.06 0.01 0.30 0.48
H -10.115110 -21.055160 -10.431020 -0.09 0.39 -1.11 0.27
H -13.670400 -20.654520 -11.518860 -0.35 -0.05 -0.05 0.56
H -17.588790 -21.707560 -12.374750 -0.28 -0.32 0.31 0.35
H -24.551790 -25.511230 -17.709030 0.10 1.12 -0.09 0.38
H -17.644890 -28.687410 -12.059670 0.16 -0.16 0.00 0.43
H -15.837530 -29.516210 -13.978090 0.47 -0.63 0.00 0.00
H -18.440110 -25.293180 -21.584300 -0.12 0.34 0.90 0.11
H -13.842510 -22.742700 -15.823710 -0.49 0.06 0.02 -0.70
H -13.115340 -22.687680 -18.723000 0.65 -0.20 1.67 0.38
H -16.995900 -26.146950 -9.961420 0.11 0.40 0.35 0.21
H -17.078090 -31.210020 -15.451690 -0.33 -0.29 -0.48 0.28
H -15.927940 -22.808810 -9.357400 0.10 0.19 0.11 0.28
H -13.172520 -20.534530 -14.847860 -0.17 0.34 -0.42 0.42
H -17.783210 -19.041660 -16.123940 0.16 -0.20 0.16 -0.14
H -11.897980 -23.867990 -16.117430 -0.26 0.52 -0.13 0.32
H -22.269240 -23.902540 -17.740340 -0.25 -0.24 -0.61 0.26
H -15.690320 -22.760540 -10.941050 0.39 0.03 -0.27 0.05
H -15.063010 -28.549830 -9.213570 0.40 0.13 -0.02 0.42
H -15.027370 -29.043100 -15.492210 -0.02 0.64 -0.04 0.16
H -13.961110 -21.323190 -9.038120 -0.09 0.63 -0.30 0.37
H -15.003100 -28.195530 -10.994310 0.49 0.15 0.11 -0.26
H -15.987170 -26.705750 -8.792850 0.16 -0.32 -0.15 0.25
H -21.465450 -24.794670 -22.247020 0.23 0.05 -0.67 0.29
H -18.118230 -19.370210 -11.325910 -0.56 -0.27 -0.32 0.34
H -13.256040 -26.507700 -12.464420 -0.72 -0.01 0.03 0.52
H -11.360830 -30.256860 -11.760810 -0.36 0.05 -0.30 0.26
H -11.189480 -21.148030 -9.230480 -0.94 -0.48 0.39 0.30
H -13.083240 -23.651240 -20.787850 -0.23 -0.29 0.69 0.29
H -17.066800 -17.403970 -12.908610 -0.08 -0.15 0.77 0.43
H -10.339660 -24.408750 -11.842520 0.93 -0.88 -0.26 0.39
H -14.656290 -21.169010 -19.814300 0.00 -0.01 0.20 0.10
H -23.866490 -26.120810 -19.730640 -0.19 -0.09 0.26 0.25
H -17.201850 -21.512540 -18.391090 -0.14 -1.17 0.20 0.46
H -18.607770 -18.222480 -13.278150 -0.02 0.63 -0.52 0.37
H -12.221420 -25.588750 -13.389140 0.59 0.45 0.10 0.42
H -9.893110 -29.426300 -11.567050 0.15 0.90 -0.18 0.41
H -14.340030 -31.670340 -11.025740 -0.73 0.00 -0.30 0.38
H -15.612580 -25.108580 -15.943310 0.30 0.04 0.04 0.26
H -19.245750 -25.680910 -22.976520 -0.53 -0.27 -0.25 0.37
H -14.367980 -23.549920 -8.273410 -0.17 -0.32 -0.41 0.50
H -11.559990 -20.191710 -16.345620 0.36 0.08 -0.78 0.32
H -15.515970 -24.681520 -18.454340 0.03 0.08 0.48 0.37
H -18.502400 -27.428910 -11.276670 -0.28 -0.06 0.19 0.50
H -16.624690 -26.002080 -18.107690 -0.06 -0.16 -0.14 0.40
H -17.088540 -24.682120 -19.184070 -0.23 0.01 0.06 0.34
H -13.395320 -22.283270 -21.709140 -0.01 0.59 -0.17 0.48
H -23.517180 -26.719410 -17.315470 0.79 -0.09 0.40 0.29
H -17.121250 -18.547010 -14.164670 0.04 -0.58 0.13 0.10
H -16.094760 -20.430880 -11.103430 0.57 -0.52 0.23 0.00
H -13.526320 -30.466880 -10.192500 -0.02 0.49 0.62 0.35
H -14.005100 -30.082830 -11.786360 -0.19 0.00 -0.40 0.16
H -13.811630 -24.105380 -10.004670 -0.45 -0.70 0.59 0.12
H -15.370380 -31.536540 -15.568940 0.26 0.19 -0.77 0.39
H -11.602140 -23.852820 -11.407170 -0.54 0.53 0.94 -0.06
H -19.271600 -18.679500 -18.364330 -0.41 0.50 -0.38 0.35
H -16.914320 -29.904690 -17.464140 -0.16 -0.25 0.27 0.29
H -20.222780 -23.536730 -22.081620 -0.10 0.28 0.59 0.33
H -11.413300 -21.868460 -20.740790 0.00 -0.11 0.05 0.30
H -18.835960 -20.217060 -16.879370 0.32 -0.51 -0.14 0.29
H -15.715780 -23.008690 -17.552220 0.43 0.64 0.09 0.02
H -16.698030 -25.865650 -13.437040 -0.44 0.14 -0.68 -0.20
H -16.749280 -24.332170 -12.571920 0.24 0.12 0.00 0.31
H -13.623470 -22.921870 -14.078410 0.21 0.65 0.12 -0.58
H -17.251290 -25.733130 -15.694500 0.18 -0.44 0.52 0.30
H -12.713690 -23.388370 -8.860620 0.24 -0.38 0.26 0.40
H -20.690050 -25.743330 -17.204780 -0.49 0.22 -0.65 0.26
H -17.423120 -28.688100 -16.043400 -0.06 0.27 -0.08 0.20
H -19.426820 -22.505030 -14.551430 0.97 0.23 -0.01 0.23
H -17.202510 -20.961950 -13.911640 0.99 0.28 0.18 0.01
H -20.097190 -26.750140 -20.499150 -0.05 0.15 0.20 0.31
H -12.377460 -25.860270 -10.353330 0.17 -0.31 0.35 0.04
H -11.564190 -21.220510 -14.543310 -0.35 -0.11 1.11 0.42
H -16.399690 -22.546620 -16.167300 -0.06 0.52 0.19 -0.19
H -17.496060 -28.848040 -9.562530 -0.32 -0.17 -0.32 0.24
H -16.136870 -20.024930 -17.329900 0.22 -0.66 -0.02 0.08
H -15.229180 -22.877380 -20.146970 -0.69 0.82 -0.75 0.21
H -10.907350 -29.792240 -10.194000 0.19 0.23 0.45 0.38
H -11.547140 -19.872840 -10.335990 0.49 0.35 -0.30 0.38
H -16.648630 -18.807070 -18.404460 -0.09 -0.04 -0.62 0.50
H -13.346080 -22.415220 -11.920530 -2.06 0.00 -0.30 -0.82
H -10.331350 -27.049430 -12.274520 -0.03 0.04 -0.31 0.41
H -21.795150 -25.055070 -20.321090 -0.21 0.00 0.57 0.25
H -23.048520 -24.345720 -16.285650 0.20 -0.16 0.34 0.34
H -20.619280 -21.427280 -13.896510 -0.94 -1.31 -0.04 0.38
H -17.110100 -27.037220 -12.127670 1.01 -0.11 0.66 -0.13
H -15.306660 -24.814120 -13.596040 0.37 -0.33 0.99 0.20
H -13.374140 -24.740270 -12.381990 0.19 0.09 0.55 -0.27
H -18.278120 -24.167770 -17.142500 -0.02 0.03 0.44 0.41
H -19.767830 -22.559320 -12.783610 0.21 0.03 0.10 0.34